A cluster of 2 separate species, C20H26N3O4P in total, computed with ωB97M-V/def2-TZVPD.

E   -1583.484135 Ha
Net charge   +2
HOMO-LUMO gap   0.1827 Eh
LUMO level   -7.822 eV

Last column: natural (NBO) charge in e.
Geometry (Å):
C1 0.506 4.238 1.590  -0.26
C2 0.674 2.822 1.627  -0.08
C3 1.360 1.300 1.572  -0.45
C4 2.900 1.334 0.928  -0.32
C5 3.729 2.782 1.029  -0.42
C6 4.335 2.568 2.537  -0.07
C7 5.047 3.812 3.332  -0.76
P1 4.300 3.778 5.131  2.18
O1 2.703 3.926 5.123  -1.07
O2 4.709 2.181 5.769  -0.94
O3 4.939 5.096 6.074  -0.96
N1 5.035 1.233 2.415  -0.66
C8 3.973 0.340 1.739  0.70
O4 3.973 -0.990 1.874  -0.56
H1 0.509 5.421 1.427  0.30
H2 0.634 0.590 0.990  0.22
H3 1.407 0.935 2.707  0.26
H4 2.683 1.015 -0.177  0.24
H5 4.550 2.606 0.187  0.21
H6 3.154 3.767 0.766  0.26
H7 3.391 2.298 3.203  0.22
H8 6.224 3.643 3.391  0.27
H9 4.820 4.878 2.892  0.27
H10 3.820 1.713 5.797  0.52
H11 4.682 5.987 5.675  0.52
H12 5.820 1.320 1.703  0.38
C9 -7.432 -1.388 -4.940  -0.42
N2 -6.159 -1.700 -4.259  -0.24
C10 -5.269 -0.706 -4.038  0.10
C11 -4.074 -0.960 -3.360  -0.19
C12 -3.786 -2.246 -2.894  0.03
C13 -4.723 -3.252 -3.165  -0.20
C14 -5.901 -2.959 -3.849  0.11
C15 -2.564 -2.546 -2.125  0.02
C16 -2.647 -3.087 -0.836  -0.19
C17 -1.493 -3.416 -0.128  0.11
N3 -0.274 -3.223 -0.677  -0.24
C18 -0.152 -2.679 -1.910  0.10
C19 -1.285 -2.331 -2.649  -0.19
C20 0.941 -3.620 0.059  -0.42
H13 -7.197 -0.940 -5.908  0.25
H14 -7.983 -0.690 -4.304  0.25
H15 -8.013 -2.302 -5.081  0.25
H16 -5.527 0.288 -4.396  0.26
H17 -3.387 -0.133 -3.182  0.27
H18 -4.545 -4.278 -2.846  0.27
H19 -6.642 -3.726 -4.062  0.26
H20 -3.615 -3.257 -0.365  0.26
H21 -1.539 -3.842 0.871  0.26
H22 0.854 -2.541 -2.297  0.26
H23 -1.152 -1.914 -3.646  0.26
H24 1.581 -2.740 0.157  0.26
H25 1.435 -4.406 -0.520  0.25
H26 0.672 -3.999 1.048  0.25

---

A structure of composition C44H46As2N3O2RuS3, computed with ωB97M-V/def2-TZVPD.

ΔE to the lowest compared entry with this formula, charge and spin   27.7 kcal per mole
E   -7780.104639 Ha
Net charge   0
HOMO-LUMO gap (spin up / spin down)   0.2706 / 0.2318 Eh
LUMO level (spin up / spin down)   0.260 / -0.687 eV
2S+1   2

Last column: Löwdin spin population.
Geometry (Å):
Ru1 0.879 0.432 0.204  0.81
N1 3.749 1.223 1.696  0.02
C1 3.821 0.699 3.052  0.00
C2 3.457 -0.784 3.026  0.00
C3 1.948 -1.043 2.968  0.00
O1 1.426 -1.532 3.968  0.00
O2 1.309 -0.912 1.853  0.01
H1 4.477 0.830 1.110  0.00
H2 3.864 2.231 1.682  0.00
H3 3.120 1.252 3.682  0.00
H4 4.820 0.829 3.485  0.00
H5 3.825 -1.279 3.923  0.00
H6 3.943 -1.231 2.152  0.00
S1 2.825 0.441 -1.261  0.09
C4 2.740 1.815 -2.356  0.01
C5 3.881 2.281 -3.012  0.01
C6 3.791 3.353 -3.884  0.00
C7 2.573 3.982 -4.121  0.00
C8 1.433 3.518 -3.484  0.00
C9 1.523 2.442 -2.613  0.00
As1 0.026 1.574 -1.774  -0.01
C10 -0.528 0.356 -3.193  0.00
C11 -1.766 -0.277 -3.164  0.00
C12 -2.090 -1.226 -4.123  0.00
C13 -1.177 -1.555 -5.114  0.00
C14 0.057 -0.924 -5.148  0.00
C15 0.383 0.027 -4.191  0.00
C16 -1.341 2.965 -1.877  0.00
C17 -2.251 2.967 -2.932  0.00
C18 -3.213 3.961 -3.031  0.00
C19 -3.278 4.966 -2.076  0.00
C20 -2.358 4.984 -1.038  0.00
C21 -1.388 3.997 -0.942  0.00
H7 4.836 1.806 -2.825  0.00
H8 4.685 3.711 -4.380  0.00
H9 2.516 4.824 -4.799  0.00
H10 0.474 3.990 -3.665  0.00
H11 -2.493 -0.036 -2.400  0.00
H12 -3.058 -1.709 -4.086  0.00
H13 -1.429 -2.299 -5.859  0.00
H14 0.775 -1.173 -5.919  0.00
H15 1.354 0.504 -4.226  0.00
H16 -2.220 2.189 -3.683  0.00
H17 -3.915 3.946 -3.855  0.00
H18 -4.035 5.737 -2.147  0.00
H19 -2.390 5.771 -0.295  0.00
H20 -0.669 4.022 -0.135  0.00
S2 0.720 2.535 1.325  0.03
C22 -0.808 2.700 2.160  0.00
C23 -1.068 3.906 2.833  0.00
C24 -2.263 4.095 3.495  0.00
C25 -3.241 3.099 3.509  0.00
C26 -2.997 1.910 2.851  0.00
C27 -1.788 1.710 2.185  0.00
As2 -1.379 0.112 1.200  0.00
C28 -3.008 -0.024 0.131  0.00
C29 -3.630 1.155 -0.276  0.00
C30 -4.767 1.113 -1.071  0.00
C31 -5.297 -0.105 -1.466  0.00
C32 -4.691 -1.284 -1.052  0.00
C33 -3.555 -1.244 -0.258  0.00
C34 -1.577 -1.318 2.496  0.00
C35 -1.640 -1.010 3.846  0.00
C36 -1.729 -2.023 4.791  0.00
C37 -1.748 -3.348 4.396  0.00
C38 -1.677 -3.664 3.045  0.00
C39 -1.589 -2.654 2.100  0.00
H21 -0.317 4.686 2.827  0.00
H22 -2.444 5.032 4.008  0.00
H23 -4.177 3.257 4.027  0.00
H24 -3.748 1.128 2.844  0.00
H25 -3.235 2.115 0.030  0.00
H26 -5.232 2.040 -1.382  0.00
H27 -6.182 -0.139 -2.088  0.00
H28 -5.103 -2.240 -1.348  0.00
H29 -3.102 -2.174 0.049  0.00
H30 -1.589 0.019 4.176  0.00
H31 -1.760 -1.768 5.842  0.00
H32 -1.807 -4.137 5.135  0.00
H33 -1.690 -4.699 2.726  0.00
H34 -1.513 -2.908 1.050  0.00
C40 1.885 -5.717 1.870  0.00
C41 1.988 -4.201 1.851  0.00
N2 1.133 -3.596 0.828  0.00
C42 1.478 -2.838 -0.205  0.00
S3 0.274 -1.800 -0.923  0.01
N3 2.660 -2.891 -0.803  0.00
C43 3.768 -3.822 -0.642  0.00
C44 4.978 -3.198 0.038  0.00
H35 2.566 -6.132 2.614  0.00
H36 2.128 -6.149 0.898  0.00
H37 0.873 -6.030 2.129  0.00
H38 3.015 -3.872 1.706  0.00
H39 1.665 -3.783 2.805  0.00
H40 0.213 -3.353 1.168  0.00
H41 2.770 -2.171 -1.509  0.00
H42 4.047 -4.150 -1.646  0.00
H43 3.416 -4.709 -0.120  0.00
H44 5.214 -2.239 -0.425  0.00
H45 5.846 -3.851 -0.062  0.00
H46 4.804 -3.020 1.099  0.00

---

A structure of composition C49H63AsN6OTeV, computed with ωB97M-V/def2-TZVPD.

ΔE to the lowest compared entry with this formula, charge and spin   32.1 kcal per mole
E   -5756.118166 Ha
Net charge   +2
HOMO-LUMO gap (spin up / spin down)   0.2362 / 0.1659 Eh
LUMO level (spin up / spin down)   -5.487 / -7.402 eV
2S+1   4

Last column: Löwdin spin population.
Geometry (Å):
V1 -0.007 -1.120 0.736  1.85
C1 1.851 1.409 3.412  0.00
C2 1.288 0.740 2.179  0.00
N1 0.968 -0.654 2.270  -0.02
C3 1.890 -1.621 2.862  0.01
C4 2.234 -2.728 1.857  0.00
N2 1.115 -3.043 0.916  0.01
C5 0.254 -4.168 1.329  0.00
C6 -0.809 -3.672 2.287  0.00
N3 -1.589 -2.596 1.648  0.01
C7 -2.602 -3.060 0.664  0.00
C8 -2.340 -2.477 -0.741  0.01
N4 -1.811 -1.147 -0.481  0.01
C9 -2.534 -0.089 -0.424  0.02
C10 -3.929 0.032 -0.947  0.00
C11 -1.890 1.063 0.321  0.02
C12 -2.346 2.358 0.495  0.00
C13 -1.573 3.213 1.286  0.02
C14 -0.387 2.785 1.870  0.00
C15 0.005 1.466 1.676  0.02
N5 -0.771 0.688 0.934  0.00
H1 2.646 0.809 3.851  0.00
H2 1.065 1.551 4.154  0.00
H3 2.276 2.379 3.155  0.00
H4 1.448 -2.046 3.769  0.00
H5 2.823 -1.143 3.169  0.00
H6 2.536 -3.635 2.387  0.00
H7 3.073 -2.406 1.241  0.00
H8 1.542 -3.278 0.028  0.00
H9 0.833 -4.976 1.783  0.00
H10 -0.219 -4.571 0.429  0.00
H11 -0.346 -3.238 3.174  0.00
H12 -1.447 -4.500 2.611  0.00
H13 -2.043 -2.062 2.384  0.00
H14 -3.587 -2.731 0.996  0.00
H15 -2.620 -4.150 0.625  0.00
H16 -3.246 -2.485 -1.347  0.00
H17 -1.573 -3.053 -1.261  0.00
H18 -4.004 -0.404 -1.944  0.00
H19 -4.251 1.068 -1.001  0.00
H20 -4.631 -0.496 -0.297  0.00
H21 -3.261 2.708 0.040  0.00
H22 -1.903 4.232 1.439  0.00
H23 0.211 3.461 2.467  0.00
C16 0.042 -0.679 6.137  0.00
As1 -1.378 -0.773 4.801  0.00
C17 -2.083 1.045 4.995  0.00
C18 -2.768 -1.711 5.858  0.00
C19 -2.781 -1.427 7.331  0.00
C20 -2.066 -2.235 8.212  0.00
C21 -2.016 -1.940 9.566  0.00
C22 -2.679 -0.827 10.062  0.00
C23 -3.415 -0.028 9.198  0.00
C24 -3.469 -0.330 7.844  0.00
H24 -0.289 -0.098 6.996  0.00
H25 0.934 -0.225 5.707  0.00
H26 0.291 -1.685 6.475  0.00
H27 -2.155 1.317 6.047  0.00
H28 -3.073 1.100 4.540  0.00
H29 -1.431 1.757 4.489  0.00
H30 -2.617 -2.776 5.675  0.00
H31 -3.715 -1.419 5.400  0.00
H32 -1.551 -3.113 7.836  0.00
H33 -1.463 -2.585 10.237  0.00
H34 -2.634 -0.590 11.116  0.00
H35 -3.957 0.827 9.580  0.00
H36 -4.073 0.282 7.184  0.00
C25 3.625 5.201 -5.115  0.01
C26 2.866 4.025 -4.576  0.04
C27 2.189 4.101 -3.362  0.00
C28 1.476 3.027 -2.853  0.03
C29 0.780 3.164 -1.526  0.01
C30 1.436 1.846 -3.615  0.05
Te1 0.219 0.323 -2.926  0.55
N6 1.394 -0.502 -0.411  0.03
C31 2.347 0.228 -0.016  0.04
O1 2.349 0.957 1.153  0.02
C32 3.637 0.411 -0.746  0.00
C33 3.809 -0.218 -1.978  0.01
C34 5.001 -0.098 -2.671  0.00
C35 6.044 0.646 -2.131  0.01
C36 5.884 1.267 -0.903  0.00
C37 4.686 1.155 -0.211  0.01
C38 -0.768 -0.150 -4.714  0.05
C39 -0.690 -1.442 -5.236  0.01
C40 0.152 -2.542 -4.641  0.02
C41 -1.417 -1.725 -6.390  0.00
C42 -2.201 -0.768 -7.015  0.01
C43 -2.987 -1.092 -8.252  0.00
C44 -2.263 0.508 -6.455  0.00
C45 -1.562 0.845 -5.309  0.02
C46 -1.676 2.246 -4.764  0.02
C47 2.160 1.710 -4.812  0.03
C48 2.266 0.432 -5.599  0.01
C49 2.852 2.820 -5.271  0.00
H37 3.461 6.094 -4.516  0.00
H38 3.327 5.414 -6.142  0.00
H39 4.696 4.991 -5.126  0.00
H40 2.222 5.024 -2.795  0.00
H41 0.969 4.148 -1.101  0.00
H42 1.140 2.419 -0.810  0.00
H43 -0.303 3.048 -1.620  0.01
H44 3.009 -0.829 -2.377  0.01
H45 5.125 -0.594 -3.626  0.00
H46 6.983 0.726 -2.662  0.00
H47 6.696 1.841 -0.477  0.00
H48 4.565 1.643 0.745  0.00
H49 0.545 -2.302 -3.649  0.02
H50 1.009 -2.762 -5.281  0.00
H51 -0.427 -3.462 -4.553  0.00
H52 -1.361 -2.723 -6.811  0.00
H53 -2.753 -2.086 -8.626  0.00
H54 -2.781 -0.370 -9.043  0.00
H55 -4.058 -1.050 -8.048  0.00
H56 -2.882 1.263 -6.929  0.00
H57 -2.559 2.738 -5.166  0.00
H58 -0.803 2.848 -5.028  0.00
H59 -1.761 2.266 -3.672  0.01
H60 2.023 -0.452 -5.010  0.01
H61 3.288 0.311 -5.957  0.00
H62 1.606 0.445 -6.469  0.00
H63 3.419 2.734 -6.192  0.00

---

A cluster of 2 separate species, C4H8N in total, computed with ωB97M-V/def2-TZVPD.

ΔE to the lowest compared entry with this formula, charge and spin   102.5 kcal per mole
E   -211.507778 Ha
Net charge   +1
HOMO-LUMO gap   0.3554 Eh
LUMO level   -6.138 eV

Last column: natural (NBO) charge in e.
Geometry (Å):
C1 1.296 -0.565 0.487  -0.42
C2 1.227 0.530 -0.499  -0.39
C3 -1.358 -0.590 -0.525  -0.20
C4 0.004 -0.203 -0.146  0.05
N1 -1.141 0.506 0.454  -0.54
H1 1.610 -1.636 0.434  0.27
H2 1.484 -0.477 1.606  0.26
H3 1.370 1.429 0.026  0.24
H4 1.572 0.499 -1.537  0.26
H5 -1.690 -0.384 -1.583  0.26
H6 -1.616 -1.523 -0.131  0.25
H7 -1.368 2.014 -0.077  0.49
H8 -1.389 0.401 1.492  0.46

---

A cluster of 11 separate species, C4H33N2O11 in total, computed with ωB97M-V/def2-TZVPD.

E   -1108.801208 Ha
Net charge   +2
HOMO-LUMO gap (spin up / spin down)   0.4159 / 0.2077 Eh
LUMO level (spin up / spin down)   -5.664 / -11.329 eV
2S+1   2

Last column: Löwdin spin population.
Geometry (Å):
C1 -2.317 -0.249 -1.727  0.00
O1 -2.540 1.143 -1.660  0.00
C2 -0.935 -0.679 -1.147  0.00
C3 -1.057 -2.035 -0.463  0.04
C4 0.315 -2.697 -0.131  0.12
N1 0.891 -2.312 1.143  0.71
N2 -0.498 0.350 -0.144  0.00
H1 -3.140 -0.690 -1.155  0.00
H2 -2.406 -0.595 -2.763  0.00
H3 -1.821 1.645 -2.083  0.00
H4 -0.202 -0.698 -1.956  0.00
H5 -1.644 -1.939 0.457  0.00
H6 -1.584 -2.735 -1.108  0.00
H7 0.214 -3.789 -0.147  0.00
H8 1.103 -2.499 -0.894  0.06
H9 1.554 -2.989 1.540  0.02
H10 1.340 -1.380 1.132  0.02
H11 0.494 0.143 0.084  0.00
H12 -1.122 0.382 0.712  0.00
H13 -0.505 1.304 -0.553  0.00
H14 2.503 0.331 1.009  0.00
H15 2.560 0.849 -0.524  0.00
O2 2.294 0.102 0.066  0.00
H16 -3.541 1.390 -0.225  0.00
H17 -4.903 1.671 0.527  0.00
O3 -4.010 1.296 0.623  0.00
H18 -2.058 -0.032 2.779  0.00
H19 -2.820 1.017 1.910  0.00
O4 -1.917 0.775 2.230  0.00
H20 2.745 0.334 3.451  0.00
H21 1.497 1.064 2.903  0.00
O5 2.175 0.368 2.679  0.00
H22 2.478 -1.097 -2.820  0.00
H23 2.592 -0.684 -4.325  0.00
O6 2.195 -0.424 -3.483  0.00
H24 3.887 -2.273 -1.288  0.00
H25 2.753 -1.370 -0.727  0.00
O7 2.967 -2.055 -1.396  0.01
H26 3.473 2.313 -2.284  0.00
H27 2.597 1.076 -2.673  0.00
O8 2.678 1.820 -2.014  0.00
H28 -2.623 -2.365 3.674  0.00
H29 -1.198 -2.106 3.143  0.00
O9 -1.973 -1.667 3.480  0.00
H30 0.030 2.553 3.891  0.00
H31 -0.562 1.759 2.692  0.00
O10 0.250 2.173 3.046  0.00
H32 1.062 2.501 -2.047  0.00
H33 0.138 3.733 -1.742  0.00
O11 0.136 2.770 -1.844  0.00

---

A cluster of 2 separate species, C5H12NO2 in total, computed with ωB97M-V/def2-TZVPD.

ΔE to the lowest compared entry with this formula, charge and spin   196.1 kcal per mole
E   -402.716874 Ha
Net charge   -1
HOMO-LUMO gap   0.1932 Eh
LUMO level   2.106 eV

Last column: natural (NBO) charge in e.
Geometry (Å):
C1 -2.061 -0.217 0.404  -0.07
O1 -2.945 -0.625 -0.600  -0.74
C2 -0.808 0.407 -0.255  -0.08
C3 0.325 0.647 0.829  -0.49
C4 1.640 0.151 0.321  -0.16
C5 1.801 -1.381 0.284  -0.07
O2 2.417 -1.811 -0.837  -0.85
N1 -1.281 1.597 -0.862  -0.98
H1 -1.775 -1.047 1.058  0.15
H2 -2.418 0.589 1.058  0.15
H3 -2.892 0.151 -1.173  0.48
H4 -0.416 -0.327 -0.995  0.17
H5 0.346 1.745 0.840  0.23
H6 0.093 0.214 1.800  0.23
H7 2.496 0.717 0.697  0.21
H8 1.675 0.281 -0.838  0.01
H9 2.332 -1.656 1.228  0.16
H10 0.779 -1.833 0.360  0.11
H11 1.420 0.457 -1.672  0.25
H12 -0.728 1.940 -1.648  0.30

---

The molecule C7H15N, computed with ωB97M-V/def2-TZVPD.

ΔE to the lowest compared entry with this formula, charge and spin   33.0 kcal per mole
E   -330.415311 Ha
Net charge   0
HOMO-LUMO gap   0.3241 Eh
SMILES   CCC/C=C/NCC
LUMO level   1.170 eV

Last column: natural (NBO) charge in e.
Geometry (Å):
C1 1.731 -1.866 -1.014  -0.62
C2 2.382 -0.568 -1.492  -0.39
C3 1.389 0.575 -1.777  -0.41
C4 0.795 1.247 -0.528  -0.30
C5 -0.068 0.624 0.262  0.01
N1 -1.054 1.235 1.047  -0.62
C6 -1.736 0.473 2.067  -0.22
C7 -3.146 0.076 1.647  -0.62
H1 0.773 -2.063 -1.491  0.20
H2 2.354 -2.681 -1.374  0.21
H3 1.766 -1.979 0.067  0.21
H4 3.240 -0.330 -0.866  0.20
H5 2.766 -0.727 -2.494  0.19
H6 1.823 1.324 -2.436  0.21
H7 0.543 0.133 -2.306  0.19
H8 0.916 2.325 -0.580  0.19
H9 -0.336 -0.416 0.100  0.18
H10 -0.807 2.185 1.284  0.38
H11 -1.211 -0.481 2.233  0.18
H12 -1.572 0.900 3.058  0.20
H13 -3.549 -0.788 2.169  0.21
H14 -3.173 -0.109 0.576  0.22
H15 -3.827 0.909 1.850  0.20

---

A structure of composition C11H11ClN2O2Re, computed with ωB97M-V/def2-TZVPD.

ΔE to the lowest compared entry with this formula, charge and spin   0.0 kcal per mole
E   -1223.552292 Ha
Net charge   +2
HOMO-LUMO gap (spin up / spin down)   0.2453 / 0.2125 Eh
LUMO level (spin up / spin down)   -7.949 / -10.882 eV
2S+1   4

Last column: Löwdin spin population.
Geometry (Å):
Cl1 2.515 -0.559 -1.543  0.32
C1 -0.363 2.005 -0.233  0.03
C2 -1.410 1.079 -0.558  0.11
C3 -1.077 0.446 -1.789  0.01
H1 -2.331 0.946 0.006  0.01
C4 0.188 0.982 -2.258  0.01
C5 0.627 1.940 -1.262  0.07
H2 1.475 2.587 -1.391  0.01
H3 -0.336 2.697 0.603  0.00
H4 -1.667 -0.279 -2.354  0.00
C6 0.752 0.767 -3.628  0.00
Re1 0.631 -0.027 -0.367  1.80
C7 0.179 -1.873 -0.936  0.12
O1 -0.060 -2.929 -1.359  0.09
C8 2.107 -0.039 1.025  0.09
O2 2.870 -0.121 1.903  0.07
H5 0.410 -0.194 -4.026  0.00
H6 1.847 0.729 -3.591  0.00
H7 0.416 1.548 -4.325  0.00
N1 -0.498 -1.782 3.511  0.01
C9 -1.396 -0.722 3.581  0.01
C10 -1.320 -0.074 2.387  0.01
N2 -0.351 -0.706 1.607  0.20
C11 0.090 -1.767 2.290  0.03
H8 -0.264 -2.436 4.244  0.00
H9 -1.991 -0.508 4.443  0.00
H10 -1.867 0.795 2.048  0.00
H11 0.826 -2.507 1.972  0.00